Formula: C40H35O4P2Sn
Source: the OMol25 dataset
Level of theory: the ωB97M-V functional and the def2-TZVPD basis

Computed properties:
Kohn-Sham gap in eV: 8.0
Net charge: +1
Maximum force in eV Å⁻¹: 1.90
LUMO energy in eV: -2.606
Energy relative to the best compared isomer or geometry (same formula, charge and spin) in kcal/mol: 22.3

CARTESIAN COORDINATES (ANGSTROEM)
Sn -0.257 -1.135 -0.843
C 0.986 -3.934 -3.563
C 1.182 -3.853 -2.057
C 1.734 -5.141 -1.481
O -0.091 -3.537 -1.424
C 2.134 -2.684 -1.761
O 3.309 -2.818 -1.959
O 1.604 -1.521 -1.361
H 0.288 -4.736 -3.809
H 1.939 -4.141 -4.048
H 0.590 -2.995 -3.955
H 1.078 -5.977 -1.733
H 1.823 -5.076 -0.396
H 2.721 -5.331 -1.900
H -0.700 -4.282 -1.494
O -1.478 1.713 1.498
C -0.871 1.820 2.724
C -0.931 2.945 3.534
C -0.319 2.912 4.779
C 0.351 1.782 5.224
C 0.460 0.694 4.376
C -0.125 0.707 3.112
P 0.206 -0.651 1.959
C -0.660 -2.098 2.640
C -1.927 -2.387 2.137
C -2.660 -3.457 2.638
C -2.124 -4.246 3.644
C -0.862 -3.962 4.157
C -0.134 -2.893 3.660
C 1.979 -1.014 2.105
C 2.437 -2.275 1.722
C 3.796 -2.535 1.648
C 4.711 -1.536 1.950
C 4.264 -0.276 2.320
C 2.903 -0.010 2.392
C -2.165 2.728 0.870
C -3.176 3.448 1.492
C -3.806 4.462 0.786
C -3.444 4.754 -0.523
C -2.481 3.979 -1.146
C -1.844 2.943 -0.464
P -0.737 1.789 -1.320
C 0.618 2.767 -2.032
C 1.833 2.768 -1.349
C 2.914 3.493 -1.834
C 2.789 4.209 -3.015
C 1.586 4.205 -3.710
C 0.505 3.488 -3.222
C -1.688 1.223 -2.768
C -3.078 1.222 -2.811
C -3.744 0.616 -3.874
C -3.030 0.006 -4.892
C -1.640 -0.008 -4.851
C -0.975 0.590 -3.792
H -1.432 3.842 3.208
H -0.372 3.789 5.411
H 0.807 1.757 6.205
H 1.035 -0.171 4.685
H -2.369 -1.759 1.371
H -3.646 -3.669 2.246
H -2.688 -5.083 4.034
H -0.448 -4.574 4.948
H 0.852 -2.688 4.059
H 1.732 -3.065 1.481
H 4.141 -3.516 1.348
H 5.773 -1.739 1.893
H 4.975 0.507 2.550
H 2.567 0.980 2.675
H -3.477 3.213 2.503
H -4.591 5.031 1.267
H -3.925 5.560 -1.059
H -2.227 4.168 -2.182
H 1.942 2.195 -0.434
H 3.855 3.486 -1.300
H 3.634 4.765 -3.403
H 1.491 4.760 -4.635
H -0.426 3.480 -3.778
H -3.653 1.692 -2.022
H -4.826 0.629 -3.904
H -3.551 -0.457 -5.720
H -1.074 -0.477 -5.645
H 0.111 0.591 -3.782